(1)
Molecular formula: C11H15BeN2OS6Sb
Method: DFT, ωB97M-V/def2-TZVPD

Summary:
Net charge: -2
Relative energy (zero: lowest compared OMol25 entry of this formula, charge and spin): 30.7 kcal per mole
Frontier orbital gap: 3.0913 eV

Cartesian coordinates (Å):
C: -2.857 -1.226 -1.123
H: 4.251 -1.750 -0.018
C: -1.906 -1.539 0.031
N: 1.708 0.304 -0.740
C: 0.001 3.223 -2.243
H: -1.588 -2.584 -0.068
H: -3.169 -0.172 -1.062
S: 0.746 -1.245 3.318
O: -0.800 -0.722 -0.069
C: 1.640 1.332 -1.666
H: -3.450 -2.119 1.441
Be: 0.257 0.202 0.407
C: 0.467 2.205 -1.500
S: 1.051 0.570 2.297
N: -0.285 1.923 -0.369
C: -2.269 2.595 0.898
H: 2.860 2.127 -3.308
H: -2.002 1.722 1.496
H: 3.013 -1.177 1.113
H: -3.041 -0.383 1.459
S: 3.811 0.191 -2.114
H: -3.752 -1.859 -1.081
H: -1.921 -1.560 2.179
C: 2.686 1.423 -2.506
C: -1.309 2.685 -0.240
C: 3.202 -1.482 0.076
S: -1.426 3.840 -1.518
S: 4.550 -2.688 3.138
S: 1.865 -4.494 1.228
H: 2.599 -2.385 -0.075
H: -2.201 3.484 1.527
H: -3.293 2.498 0.539
H: 0.402 3.638 -3.156
C: 2.808 -0.383 -0.825
H: -2.355 -1.380 -2.084
Sb: 2.334 -3.415 3.259
C: -2.627 -1.398 1.362

Atoms 1-6, force components in eV/Å:
-0.11 0.05 -0.12
0.02 0.02 -0.01
0.23 0.10 -0.02
-0.44 0.52 -0.36
-0.14 0.37 -0.29
0.04 -0.12 0.04

(2)
Molecular formula: C11H15Br2IrN3O2S2
Method: DFT, ωB97M-V/def2-TZVPD

Summary:
Net charge: +3
Relative energy (zero: lowest compared OMol25 entry of this formula, charge and spin): 39.7 kcal per mole
Frontier orbital gap (spin up / spin down): 5.0293 / 5.0532 eV

Cartesian coordinates (Å):
C: 0.662 -1.524 3.747
H: 3.527 1.346 2.308
C: 2.141 -0.156 -3.336
H: 3.028 0.853 0.675
H: -3.998 -1.658 -1.150
O: 1.776 0.541 -1.061
C: 3.250 0.498 1.676
N: 1.270 -0.313 -4.541
C: -2.261 -2.077 2.747
H: 1.746 -0.829 -5.288
H: -2.398 4.067 0.369
S: 2.267 -1.002 3.824
H: -2.207 -2.570 3.704
C: -3.558 -0.779 -0.678
C: -1.366 3.784 0.191
C: 2.104 -0.219 2.269
Ir: -0.202 0.577 0.063
S: -3.660 -2.115 1.793
C: 1.284 0.017 -2.084
O: 0.089 -0.376 -2.097
C: 0.063 -1.110 2.593
H: 0.994 0.597 -4.919
C: -2.872 -1.156 0.575
N: 0.900 -0.373 1.781
H: -0.721 4.645 0.044
Br: -1.281 2.640 -1.361
H: -2.868 -0.307 -1.375
H: 0.215 -2.113 4.532
H: -4.389 -0.098 -0.479
H: 2.810 0.694 -3.451
Br: -0.722 2.744 1.687
C: -1.270 -1.364 2.141
H: 0.415 -0.816 -4.270
H: 2.747 -1.053 -3.198
N: -1.645 -0.847 0.921
H: 4.129 -0.148 1.647

Atoms 1-6, force components in eV/Å:
-0.60 0.04 -0.44
-0.06 0.02 -0.04
0.08 0.05 0.60
0.07 -0.03 0.10
0.11 -0.01 -0.03
-0.27 0.90 -0.10

(3)
Molecular formula: C11H15BrClMnO2Tc
Method: DFT, ωB97M-V/def2-TZVPD

Summary:
Expectation value of S²: 16.118
Net charge: 0
Frontier orbital gap (spin up / spin down): 7.3174 / 4.2682 eV
Multiplicity: 8

Cartesian coordinates (Å):
C: 4.975 -0.995 1.865
H: 5.425 -2.654 3.203
H: -3.323 3.352 -2.584
H: 6.018 -0.707 1.721
H: -3.528 -1.013 -0.783
H: 1.266 -1.236 -2.039
C: 1.610 0.144 0.584
C: 3.311 -2.429 2.864
C: 0.435 -0.568 -2.368
H: 3.058 -3.271 3.507
H: -5.261 1.745 0.618
Mn: -3.327 1.393 -1.026
H: -4.944 2.523 -2.669
O: 1.923 1.038 -0.220
Cl: -1.263 2.457 -0.655
Br: 0.529 -2.355 2.587
C: 2.617 -0.629 1.391
C: -4.181 1.566 0.713
H: -3.084 -0.526 -2.401
H: -0.133 -1.099 -3.160
O: 0.355 -0.266 0.709
H: 0.902 0.331 -2.825
C: 2.279 -1.728 2.229
H: -3.470 1.737 -3.409
C: 3.963 -0.284 1.231
H: 4.199 0.559 0.577
Tc: -0.785 0.056 -0.817
C: -2.714 -0.455 -1.340
H: -3.682 2.396 1.230
H: -3.965 0.607 1.193
C: 4.650 -2.075 2.690
C: -3.853 2.388 -2.614

Atoms 1-6, force components in eV/Å:
0.05 -0.09 0.16
-0.29 0.28 -0.24
-0.13 -0.45 0.17
-0.33 -0.09 0.03
1.25 0.22 -0.09
-0.58 0.36 -0.07

(4)
Molecular formula: C11H15BrN2O
Method: DFT, ωB97M-V/def2-TZVPD

Summary:
Net charge: 0
Relative energy (zero: lowest compared OMol25 entry of this formula, charge and spin): 79.7 kcal per mole
SMILES: CN(C)C1(COc2cncc(Br)c2)CC1
Frontier orbital gap: 9.0634 eV

Cartesian coordinates (Å):
H: -1.794 1.964 1.832
C: -0.468 2.121 -1.263
C: -0.667 -1.632 1.612
H: -1.963 -3.068 0.535
H: 1.552 0.450 -0.674
H: -2.005 -1.478 -1.247
C: -1.207 2.350 0.998
N: 0.273 3.253 -1.222
C: 1.659 -2.393 -1.274
H: -0.413 1.553 -2.228
C: 1.810 -0.288 0.098
H: 1.340 -3.436 -1.226
C: -1.133 1.575 -0.179
C: -1.235 -0.777 -0.895
Br: -0.517 4.693 2.628
N: 1.151 -1.578 -0.134
H: -0.587 -0.505 -1.715
H: 2.911 -0.477 0.145
H: 0.177 -1.732 2.278
H: -1.505 -1.065 2.018
C: -0.320 -1.534 0.133
C: -0.924 -2.821 0.699
H: 1.564 0.107 1.084
H: 0.758 4.871 -0.030
O: -1.864 0.400 -0.252
H: -0.277 -3.703 0.799
H: 1.297 -2.003 -2.228
H: 2.772 -2.376 -1.258
C: -0.579 3.586 1.047
C: 0.193 3.943 -0.079

Atoms 1-6, force components in eV/Å:
0.21 0.11 -0.16
1.13 -0.53 -1.22
-0.13 -0.06 -0.70
-0.04 0.16 -0.40
0.33 0.12 0.12
-0.09 0.79 0.20

(5)
Molecular formula: C11H15Cl8N3O6
Method: DFT, ωB97M-V/def2-TZVPD

Summary:
Net charge: 0
SMILES: C[N+](=O)[O-].C[N+](=O)[O-].C[N+](=O)[O-].ClC(Cl)(Cl)Cl.ClC(Cl)(Cl)Cl.c1ccccc1
Frontier orbital gap: 9.1819 eV

Cartesian coordinates (Å):
C: -9.181 -12.950 17.101
C: -5.088 -16.218 21.289
C: 1.962 -14.263 15.675
Cl: -4.977 -20.397 17.288
H: -3.183 -15.961 7.902
Cl: 1.418 -13.354 14.159
C: -4.485 -13.061 9.163
C: -3.802 -14.290 9.084
Cl: 1.547 -13.431 17.114
O: -7.892 -11.722 15.714
Cl: 3.724 -14.457 15.581
Cl: -5.738 -21.512 14.693
O: -6.935 -13.485 16.573
H: -5.258 -12.853 5.917
H: -5.515 -11.589 8.055
H: -6.421 -23.430 9.453
C: -5.453 -20.022 15.630
H: -6.267 -21.732 9.014
H: -5.121 -16.197 20.200
C: -3.768 -15.056 7.965
C: -4.965 -12.517 8.009
H: -5.072 -15.190 21.652
C: -4.291 -14.535 6.779
H: -3.246 -14.766 9.880
H: -10.019 -12.823 16.415
H: -5.854 -22.867 7.750
H: -9.257 -12.274 17.952
O: -7.325 -15.954 21.746
H: -4.234 -15.141 5.887
Cl: -4.275 -18.957 14.798
Cl: 1.247 -15.806 15.543
O: -4.178 -24.060 9.505
O: -3.884 -22.021 9.847
N: -7.892 -12.704 16.384
C: -5.865 -22.728 8.831
O: -6.544 -17.921 22.103
H: -9.170 -13.970 17.485
C: -4.870 -13.274 6.833
Cl: -7.025 -19.029 15.635
N: -6.439 -16.764 21.712
H: -4.242 -16.665 21.810
N: -4.528 -22.930 9.439
H: -4.579 -12.545 10.108

Atoms 1-6, force components in eV/Å:
-0.12 -1.09 0.48
-0.40 0.75 0.38
0.69 0.65 -1.89
-0.07 0.15 -0.57
-0.15 -0.23 0.32
0.32 -0.04 0.99

(6)
Molecular formula: C11H15ClCoHoNO2S2
Method: DFT, ωB97M-V/def2-TZVPD

Summary:
Expectation value of S²: 16.225
Net charge: -2
Frontier orbital gap (spin up / spin down): 4.4791 / 6.1160 eV
Multiplicity: 8

Cartesian coordinates (Å):
C: 0.008 0.338 5.937
C: -1.840 0.077 0.849
H: -2.223 -2.171 6.548
H: 0.058 0.365 -4.705
S: 1.393 0.861 3.508
C: 0.445 -1.392 2.740
C: -0.546 0.162 -3.793
H: -2.245 0.078 1.874
Co: 0.562 0.534 -2.264
C: -0.980 -0.416 6.590
H: 0.445 1.212 6.415
Ho: 0.427 0.196 0.490
Cl: 0.289 2.343 -1.053
C: -1.463 -1.598 6.011
C: 0.016 -1.289 4.114
C: 0.455 -0.084 4.689
H: -1.340 -0.097 7.562
H: 2.970 -0.231 -2.663
C: -0.958 -2.046 4.781
H: -1.394 0.873 -3.731
H: -0.905 -0.884 -3.766
H: 2.779 1.580 -2.599
H: 1.773 -1.666 -1.905
H: -0.008 -1.871 -1.704
H: -1.316 -2.964 4.303
H: -1.910 1.127 0.457
O: 2.710 1.189 4.016
C: 0.855 -1.212 -1.461
N: 1.416 -0.447 2.473
H: -2.482 -0.543 0.210
C: 2.350 0.631 -2.971
H: 2.240 0.668 -4.072
O: 0.578 1.871 2.776
S: -0.325 -2.211 1.479

Atoms 1-6, force components in eV/Å:
-0.18 -0.44 -0.01
-0.78 1.47 -0.46
0.17 0.07 -0.26
-0.53 -0.22 0.30
-1.19 -3.23 -1.06
-0.17 -0.10 1.96

(7)
Molecular formula: C11H15N
Method: DFT, ωB97M-V/def2-TZVPD

Summary:
Net charge: 0
Relative energy (zero: lowest compared OMol25 entry of this formula, charge and spin): 9.2 kcal per mole
SMILES: Cc1c[nH]c2ccccc12.CC
Frontier orbital gap: 8.7665 eV

Cartesian coordinates (Å):
H: 2.436 -2.390 -1.765
C: -1.873 0.026 0.950
H: -2.558 3.280 -3.103
H: 1.283 -1.156 -2.363
C: 1.500 -1.875 -1.571
C: -2.529 2.267 -2.692
C: -0.969 -0.462 0.027
H: -0.515 1.482 -2.457
H: 2.653 0.158 2.454
H: 0.771 -2.684 -1.576
H: -0.858 1.823 -4.067
H: -2.454 2.411 -1.616
H: -2.154 0.980 2.848
C: -1.434 0.485 2.204
H: 3.627 -1.124 0.391
C: -1.344 1.423 -3.165
C: 2.585 -0.886 0.564
H: -1.306 -0.641 -0.993
H: -2.930 0.091 0.721
H: -3.477 1.805 -2.942
C: 0.779 -0.118 1.636
C: -0.105 0.434 2.556
C: 0.358 -0.657 0.397
C: 1.544 -1.105 -0.281
N: 2.139 -0.290 1.713
H: 0.301 0.821 3.483
H: -1.586 0.391 -3.388

Atoms 1-6, force components in eV/Å:
0.33 0.28 -0.16
0.21 0.18 0.13
0.21 -0.17 -0.18
-0.02 -0.36 -0.34
0.44 0.40 0.17
0.17 0.21 0.11

(8)
Molecular formula: C11H15N
Method: DFT, ωB97M-V/def2-TZVPD

Summary:
Net charge: 0
Relative energy (zero: lowest compared OMol25 entry of this formula, charge and spin): 25.2 kcal per mole
SMILES: Cc1c[nH]c2ccccc12.CC
Frontier orbital gap: 8.7565 eV

Cartesian coordinates (Å):
H: 0.644 1.758 -2.444
H: 4.212 -0.472 -1.671
N: 0.973 -0.190 1.523
H: -0.903 0.630 2.291
H: -2.302 1.591 -0.609
H: -5.454 -2.373 -0.096
C: 1.665 0.140 0.347
C: -4.406 -2.264 0.182
H: -4.025 -1.243 0.169
C: 0.825 0.945 -0.461
C: 2.532 0.803 -2.178
H: 3.426 -1.075 0.535
C: 3.361 0.096 -1.303
C: -0.228 0.475 1.461
H: 1.580 -0.381 2.303
H: -3.916 -2.639 -0.727
H: 2.846 0.946 -3.202
H: -1.019 2.862 -0.710
H: -3.128 -2.422 1.839
H: -3.661 -4.007 1.301
H: -2.011 2.649 0.686
C: 1.261 1.177 -1.764
C: -0.391 1.143 0.290
C: -3.998 -2.991 1.461
C: -1.478 2.091 -0.089
C: 2.881 -0.369 -0.077
H: -4.609 -2.720 2.323

Atoms 1-6, force components in eV/Å:
-0.09 -0.20 -0.03
0.31 0.70 -0.15
1.14 0.30 -1.17
0.18 -0.57 0.23
0.27 0.08 -0.44
-0.16 0.48 0.41